(1)
C33H30IrN5O4S2 | wB97M-V/def2-TZVPD

Lowest unoccupied orbital energy = -1.66 eV
Highest occupied orbital energy = -6.1 eV
Charge = 0
Maximum force = 0.05866 hartree/bohr

Geometry (Å):
Ir1 -0.06 -1.25 -0.30
C1 -1.55 -3.27 -2.85
O1 -1.66 -2.17 -1.95
C2 -2.90 -1.62 -1.75
C3 -4.00 -1.83 -2.57
C4 -5.21 -1.20 -2.31
C5 -5.33 -0.37 -1.21
C6 -4.24 -0.15 -0.39
C7 -3.01 -0.76 -0.64
N1 -1.92 -0.54 0.19
N2 -2.05 0.52 0.94
C8 -1.17 1.08 1.75
C9 0.13 0.52 2.05
O2 0.46 -0.66 1.69
C10 1.06 1.34 2.74
C11 0.75 2.59 3.17
C12 -0.55 3.14 2.96
C13 -0.88 4.44 3.38
C14 -2.13 4.96 3.13
C15 -3.09 4.20 2.46
C16 -2.78 2.93 2.03
C17 -1.52 2.38 2.27
H1 -1.64 -2.94 -3.89
H2 -2.31 -4.02 -2.63
H3 -0.56 -3.70 -2.68
H4 -3.93 -2.47 -3.44
H5 -6.06 -1.37 -2.96
H6 -6.27 0.12 -0.99
H7 -4.32 0.49 0.47
H8 2.04 0.92 2.91
H9 1.49 3.19 3.68
H10 -0.14 5.03 3.90
H11 -2.37 5.97 3.45
H12 -4.07 4.62 2.27
H13 -3.50 2.35 1.49
O3 4.47 -1.81 0.22
C18 4.90 -0.55 0.03
C19 6.23 -0.20 0.21
C20 6.67 1.09 0.00
C21 5.77 2.07 -0.40
C22 4.45 1.74 -0.58
C23 3.99 0.44 -0.38
C24 2.55 0.15 -0.58
O4 2.12 -1.03 -0.59
N3 1.79 1.21 -0.76
N4 0.49 0.96 -1.01
C25 -0.21 2.04 -1.06
S1 -1.87 2.13 -1.53
C26 -1.88 3.96 -1.70
C27 -0.95 4.53 -0.65
S2 0.60 3.56 -0.67
H14 5.17 -2.36 0.60
H15 6.93 -0.97 0.53
H16 7.72 1.33 0.14
H17 6.11 3.08 -0.57
H18 3.72 2.48 -0.88
H19 -2.91 4.27 -1.55
H20 -1.55 4.19 -2.71
H21 -1.37 4.46 0.35
H22 -0.70 5.57 -0.87
C28 -1.09 -3.86 1.58
C29 -0.09 -4.33 0.59
C30 0.43 -5.64 0.43
C31 1.40 -5.54 -0.54
C32 1.43 -4.19 -0.95
C33 2.38 -3.57 -1.90
N5 0.50 -3.48 -0.27
H23 -1.42 -4.68 2.21
H24 -1.94 -3.41 1.07
H25 -0.63 -3.09 2.19
H26 0.12 -6.51 0.97
H27 2.02 -6.33 -0.93
H28 2.97 -4.33 -2.41
H29 3.05 -2.92 -1.33
H30 1.88 -2.93 -2.62

---

(2)
C33H30N6O6 | wB97M-V/def2-TZVPD

Lowest unoccupied orbital energy = -0.56 eV
Highest occupied orbital energy = -9.7 eV
Charge = 0
Structure (SMILES) = O=[N+]([O-])c1ccccc1.O=[N+]([O-])c1ccccc1.O=[N+]([O-])c1ccccc1.c1ccncc1.c1ccncc1.c1ccncc1
Maximum force = 0.07950 hartree/bohr

Geometry (Å):
C1 -9.00 -1.88 5.77
C2 -9.34 -1.25 4.65
C3 -8.46 -0.81 3.74
C4 -7.14 -0.89 4.01
C5 -6.74 -1.31 5.25
C6 -7.69 -1.74 6.20
N1 -6.13 -0.39 3.01
O1 -4.93 -0.50 3.30
O2 -6.42 -0.20 1.86
H1 -9.77 -2.30 6.40
H2 -10.40 -1.35 4.45
H3 -8.81 -0.26 2.88
H4 -5.71 -1.16 5.54
H5 -7.34 -2.07 7.16
C7 6.40 -7.37 2.33
C8 6.14 -8.59 2.91
C9 7.12 -9.09 3.79
C10 8.32 -8.40 4.09
C11 8.47 -7.08 3.53
C12 7.59 -6.65 2.54
N2 9.33 -8.94 5.10
O3 10.39 -8.27 5.40
O4 9.10 -10.02 5.57
H6 5.65 -7.08 1.61
H7 5.30 -9.21 2.63
H8 7.06 -10.04 4.30
H9 9.31 -6.44 3.77
H10 7.55 -5.68 2.07
C13 -0.23 1.97 -4.48
C14 -0.98 1.00 -3.87
C15 -0.25 0.06 -3.10
C16 1.09 0.11 -2.86
C17 1.83 1.11 -3.49
C18 1.12 2.06 -4.22
N3 1.73 -0.82 -1.86
O5 2.88 -0.61 -1.60
O6 1.13 -1.79 -1.39
H11 -0.80 2.77 -4.93
H12 -2.05 0.88 -3.87
H13 -0.70 -0.80 -2.64
H14 2.90 1.21 -3.41
H15 1.60 2.84 -4.78
N4 1.60 7.57 -11.11
C19 2.14 8.82 -11.16
C20 1.86 9.73 -10.15
C21 0.91 9.47 -9.10
C22 0.32 8.18 -9.15
C23 0.75 7.24 -10.10
H16 2.97 9.20 -11.74
H17 2.23 10.74 -10.26
H18 0.64 10.25 -8.41
H19 -0.45 7.85 -8.47
H20 0.39 6.22 -10.13
N5 0.36 8.78 -0.24
C24 0.88 9.94 0.11
C25 0.68 11.08 -0.65
C26 -0.27 11.12 -1.68
C27 -0.90 9.91 -1.96
C28 -0.60 8.80 -1.19
H21 1.59 9.98 0.92
H22 1.25 11.95 -0.36
H23 -0.65 12.06 -2.05
H24 -1.67 9.97 -2.71
H25 -1.06 7.87 -1.47
N6 -2.90 -8.55 6.12
C29 -2.87 -7.23 5.80
C30 -2.02 -6.65 4.85
C31 -1.26 -7.53 4.06
C32 -1.43 -8.92 4.22
C33 -2.20 -9.39 5.25
H26 -3.49 -6.62 6.44
H27 -2.13 -5.59 4.69
H28 -0.68 -7.17 3.22
H29 -0.83 -9.61 3.65
H30 -2.28 -10.46 5.42

---

(3)
C33H31BF10N11Y | wB97M-V/def2-TZVPD

Lowest unoccupied orbital energy (alpha / beta) = -2.30 / -5.12 eV
Highest occupied orbital energy (alpha / beta) = -10.4 / -10.4 eV
Charge = +1
2S+1 = 2
Maximum force = 0.08083 hartree/bohr

Geometry (Å):
Y1 -0.25 -0.23 0.98
C1 -1.89 2.32 2.94
N1 -0.69 2.01 2.06
C2 0.58 2.06 2.86
C3 0.39 0.94 3.88
N2 -0.09 -0.31 3.24
C4 -0.81 -1.27 3.89
C5 -1.05 -2.46 3.15
F1 -1.07 -2.32 1.79
C6 -1.69 -3.59 3.71
F2 -2.15 -4.56 3.00
C7 -2.00 -3.57 5.08
F3 -2.63 -4.58 5.64
C8 -1.77 -2.41 5.79
F4 -2.10 -2.39 7.05
C9 -1.23 -1.29 5.16
F5 -1.15 -0.13 5.89
C10 -0.81 2.97 1.00
C11 -1.97 2.67 0.06
N3 -2.16 1.26 -0.13
C12 -3.12 0.78 -0.93
C13 -3.52 -0.57 -0.72
F6 -2.89 -1.30 0.22
C14 -4.58 -1.16 -1.34
F7 -4.83 -2.47 -0.99
C15 -5.13 -0.58 -2.46
F8 -5.97 -1.19 -3.23
C16 -4.68 0.70 -2.81
F9 -5.22 1.37 -3.86
C17 -3.85 1.38 -1.98
F10 -3.71 2.68 -2.25
H1 -1.65 2.97 3.81
H2 -2.34 1.43 3.28
H3 -2.65 2.92 2.37
H4 0.71 3.04 3.37
H5 1.45 1.95 2.19
H6 -0.39 1.29 4.57
H7 1.32 0.89 4.45
H8 0.15 2.98 0.42
H9 -1.12 3.93 1.37
H10 -1.79 3.14 -0.90
H11 -2.91 3.20 0.35
C18 2.38 -2.11 3.02
C19 2.68 -1.66 1.63
C20 3.85 -1.96 0.93
C21 3.67 -1.42 -0.36
N4 2.50 -0.77 -0.42
N5 1.89 -0.86 0.81
B1 1.71 -0.27 -1.65
N6 0.70 -1.38 -1.97
C22 0.97 -2.37 -2.81
C23 0.10 -3.42 -2.47
C24 -0.63 -3.02 -1.33
C25 -1.48 -3.82 -0.39
N7 -0.28 -1.70 -1.05
N8 1.06 1.03 -1.03
C26 2.09 2.02 -1.03
C27 1.65 3.04 -1.83
C28 0.35 2.67 -2.30
C29 -0.54 3.52 -3.19
N9 0.03 1.45 -1.90
N10 2.57 0.05 -2.83
C30 2.10 0.20 -4.10
C31 3.13 0.77 -4.80
C32 4.16 1.01 -3.90
C33 5.49 1.68 -4.07
N11 3.82 0.49 -2.72
H12 2.93 -2.98 3.29
H13 1.33 -2.38 3.14
H14 2.65 -1.30 3.72
H15 4.67 -2.56 1.27
H16 4.44 -1.36 -1.15
H17 1.75 -2.38 -3.48
H18 -0.06 -4.32 -3.10
H19 -0.79 -4.34 0.28
H20 -1.95 -4.67 -0.91
H21 -2.23 -3.26 0.11
H22 3.00 1.73 -0.51
H23 2.16 3.97 -2.10
H24 0.06 4.10 -3.90
H25 -1.07 4.33 -2.62
H26 -1.23 2.91 -3.77
H27 1.03 0.15 -4.30
H28 3.20 1.04 -5.82
H29 6.23 1.00 -4.46
H30 5.80 2.12 -3.13
H31 5.35 2.55 -4.78

---

(4)
C33H31Cl6F5 | wB97M-V/def2-TZVPD

Lowest unoccupied orbital energy = 0.52 eV
Highest occupied orbital energy = -9.2 eV
Charge = 0
Structure (SMILES) = Fc1ccccc1.Fc1ccccc1.Fc1ccccc1.Fc1ccccc1.Fc1ccccc1.ClCCl.ClCCl.ClCCl
Maximum force = 0.07750 hartree/bohr

Geometry (Å):
C1 -0.91 3.86 -2.55
Cl1 0.65 3.48 -3.19
Cl2 -2.24 3.25 -3.62
H1 -0.94 3.34 -1.60
H2 -0.93 4.95 -2.48
C2 -2.64 -2.61 -1.94
Cl3 -4.42 -2.61 -1.75
Cl4 -2.37 -2.16 -3.65
H3 -2.33 -1.78 -1.31
H4 -2.23 -3.60 -1.74
C3 0.92 0.34 -0.73
Cl5 2.41 0.47 0.18
Cl6 -0.27 -0.80 -0.14
H5 0.49 1.34 -0.78
H6 1.11 -0.04 -1.73
F1 3.05 -4.14 -1.76
C4 3.70 -4.31 -0.63
C5 4.31 -5.56 -0.33
C6 5.03 -5.77 0.88
C7 5.22 -4.70 1.64
C8 4.69 -3.46 1.39
C9 3.83 -3.27 0.29
H7 4.30 -6.41 -0.99
H8 5.60 -6.66 1.13
H9 5.99 -4.81 2.39
H10 4.86 -2.59 2.00
H11 3.49 -2.27 0.07
F2 0.48 5.33 0.02
C10 0.42 4.38 0.94
C11 -0.75 4.13 1.67
C12 -0.73 3.27 2.76
C13 0.48 2.49 2.98
C14 1.71 2.76 2.27
C15 1.61 3.68 1.20
H12 -1.64 4.71 1.49
H13 -1.64 3.14 3.33
H14 0.71 1.78 3.75
H15 2.61 2.20 2.48
H16 2.52 3.80 0.62
F3 2.90 -1.49 -3.13
C16 2.48 -0.85 -4.31
C17 3.40 -0.66 -5.29
C18 3.01 -0.15 -6.54
C19 1.72 0.29 -6.71
C20 0.77 0.07 -5.69
C21 1.12 -0.51 -4.49
H17 4.46 -0.83 -5.16
H18 3.71 0.10 -7.32
H19 1.34 0.91 -7.51
H20 -0.24 0.46 -5.66
H21 0.44 -0.75 -3.69
F4 -2.33 1.12 -0.99
C22 -3.42 1.36 -0.26
C23 -3.44 1.58 1.14
C24 -4.57 1.91 1.81
C25 -5.73 2.08 1.09
C26 -5.78 1.98 -0.31
C27 -4.67 1.53 -0.91
H22 -2.49 1.54 1.65
H23 -4.65 1.90 2.89
H24 -6.64 2.51 1.46
H25 -6.68 2.18 -0.88
H26 -4.83 1.46 -1.97
F5 -3.78 0.00 5.46
C28 -2.52 -0.46 5.13
C29 -1.57 -0.76 6.13
C30 -0.38 -1.39 5.83
C31 -0.13 -1.65 4.54
C32 -1.09 -1.40 3.53
C33 -2.27 -0.83 3.85
H27 -1.69 -0.51 7.18
H28 0.37 -1.52 6.60
H29 0.87 -2.00 4.34
H30 -0.74 -1.68 2.54
H31 -3.05 -0.71 3.11

---

(5)
C33H31ClN2P2ReS2 | wB97M-V/def2-TZVPD

Lowest unoccupied orbital energy (alpha / beta) = -7.65 / -7.26 eV
Highest occupied orbital energy (alpha / beta) = -14.1 / -13.9 eV
Charge = +2
Relative energy (zero: lowest compared OMol25 entry of this formula, charge and spin) = 0.00 kcal/mol
2S+1 = 2
Maximum force = 0.01059 hartree/bohr

Geometry (Å):
Re1 -0.06 -0.90 0.70
C1 -1.65 -2.87 4.62
C2 -1.44 -2.36 3.22
S1 -0.49 -0.98 3.00
C3 -2.07 -2.93 2.12
C4 -2.94 -4.15 2.22
S2 -1.91 -2.25 0.57
H1 -1.14 -2.25 5.35
H2 -1.27 -3.89 4.71
H3 -2.71 -2.90 4.87
H4 -3.35 -4.26 3.23
H5 -2.37 -5.05 2.00
H6 -3.77 -4.10 1.52
N1 -0.47 1.19 -1.41
P1 0.28 -0.33 -1.67
C5 -0.45 -1.00 -3.15
C6 0.14 -0.82 -4.40
C7 -0.51 -1.28 -5.54
C8 -1.74 -1.92 -5.42
C9 -2.33 -2.11 -4.18
C10 -1.68 -1.65 -3.04
C11 2.01 -0.01 -2.04
C12 2.84 -1.10 -2.31
C13 4.20 -0.92 -2.51
C14 4.74 0.36 -2.43
C15 3.92 1.45 -2.16
C16 2.56 1.27 -1.96
P2 -0.86 1.28 0.21
C17 0.00 2.63 1.02
C18 0.41 2.51 2.35
C19 1.02 3.59 2.97
C20 1.24 4.76 2.27
C21 0.84 4.88 0.94
C22 0.22 3.81 0.31
C23 -2.61 1.60 0.34
C24 -3.48 1.03 -0.60
C25 -4.84 1.23 -0.48
C26 -5.34 1.98 0.58
C27 -4.48 2.54 1.52
C28 -3.11 2.35 1.40
H7 -0.84 1.77 -2.15
H8 1.10 -0.32 -4.49
H9 -0.06 -1.15 -6.51
H10 -2.24 -2.28 -6.31
H11 -3.28 -2.62 -4.09
H12 -2.13 -1.82 -2.06
H13 2.42 -2.10 -2.39
H14 4.83 -1.76 -2.73
H15 5.80 0.51 -2.60
H16 4.34 2.45 -2.11
H17 1.92 2.12 -1.74
H18 0.22 1.60 2.90
H19 1.33 3.51 4.01
H20 1.72 5.60 2.76
H21 1.01 5.80 0.40
H22 -0.10 3.92 -0.72
H23 -3.09 0.45 -1.43
H24 -5.52 0.81 -1.21
H25 -6.41 2.13 0.67
H26 -4.88 3.12 2.34
H27 -2.45 2.80 2.12
Cl1 4.28 -4.01 1.72
C29 3.77 -2.38 1.58
C30 4.62 -1.33 1.88
C31 4.15 -0.03 1.73
C32 2.86 0.18 1.31
N2 2.04 -0.84 1.03
C33 2.51 -2.10 1.13
H28 5.63 -1.53 2.23
H29 4.79 0.81 1.95
H30 2.45 1.18 1.20
H31 1.83 -2.92 0.87

---

(6)
C33H31CrNO5P2 | wB97M-V/def2-TZVPD

Lowest unoccupied orbital energy (alpha / beta) = -3.79 / -3.30 eV
Highest occupied orbital energy (alpha / beta) = -11.6 / -11.5 eV
Charge = +1
2S+1 = 2
Maximum force = 0.00950 hartree/bohr

Geometry (Å):
Cr1 1.27 0.15 0.00
O1 4.05 1.92 -1.86
C1 3.18 1.11 -1.73
O2 2.03 1.40 -1.08
C2 3.25 -0.31 -2.28
C3 1.86 -0.76 -2.74
C4 1.92 -2.02 -3.60
C5 2.23 -3.11 -2.55
C6 2.34 -2.30 -1.27
O3 1.31 -1.27 -1.47
C7 3.60 -1.43 -1.23
C8 3.84 -0.95 0.19
O4 4.92 -0.94 0.71
O5 2.74 -0.54 0.86
H1 3.97 -0.30 -3.10
H2 1.21 0.03 -3.10
H3 0.97 -2.20 -4.09
H4 2.69 -1.92 -4.36
H5 1.41 -3.82 -2.47
H6 3.15 -3.66 -2.75
H7 2.13 -2.83 -0.35
H8 4.49 -1.97 -1.54
C9 -2.65 1.41 1.68
N1 -1.59 0.61 1.05
P1 -0.33 -0.13 1.88
C10 -1.02 -0.97 3.31
C11 -1.62 -2.22 3.14
C12 -2.24 -2.85 4.21
C13 -2.25 -2.24 5.46
C14 -1.67 -0.99 5.63
C15 -1.05 -0.36 4.56
C16 0.85 1.10 2.44
C17 1.84 0.74 3.38
C18 2.98 1.49 3.50
C19 3.20 2.60 2.68
C20 2.26 2.95 1.74
C21 1.08 2.21 1.62
P2 -1.06 0.58 -0.57
C22 -1.86 -0.79 -1.46
C23 -1.86 -2.06 -0.91
C24 -2.35 -3.14 -1.63
C25 -2.81 -2.96 -2.93
C26 -2.78 -1.70 -3.50
C27 -2.31 -0.61 -2.77
C28 -1.63 2.09 -1.36
C29 -0.68 3.02 -1.78
C30 -1.09 4.20 -2.38
C31 -2.44 4.45 -2.57
C32 -3.39 3.53 -2.15
C33 -2.99 2.35 -1.55
H9 -3.53 0.81 1.90
H10 -2.93 2.24 1.03
H11 -2.26 1.83 2.61
H12 -1.62 -2.71 2.17
H13 -2.70 -3.82 4.07
H14 -2.73 -2.73 6.29
H15 -1.69 -0.51 6.60
H16 -0.61 0.62 4.70
H17 1.72 -0.15 3.98
H18 3.73 1.20 4.23
H19 4.12 3.16 2.76
H20 2.43 3.79 1.08
H21 0.32 2.54 0.92
H22 -1.47 -2.23 0.08
H23 -2.35 -4.13 -1.18
H24 -3.19 -3.80 -3.49
H25 -3.14 -1.55 -4.51
H26 -2.29 0.36 -3.23
H27 0.38 2.82 -1.63
H28 -0.35 4.92 -2.71
H29 -2.75 5.37 -3.04
H30 -4.44 3.73 -2.30
H31 -3.74 1.62 -1.24

---

no.,molar mass (g mol⁻¹)
1,817.0
2,606.6
3,871.4
4,735.3
5,803.4
6,635.6